1.
Below is a cluster of 9 separate species, C62H44ClF7N10O20 in total at a distorted geometry, with properties calculated with ωB97M-V/def2-TZVPD.

```
144
Properties=species:S:1:pos:R:3
N -0.842 -3.488 2.119
C 0.144 -3.484 1.502
O 1.340 -3.430 0.976
C 1.971 -2.224 1.369
C 2.081 -1.986 2.725
C 2.710 -0.850 3.115
C 3.182 0.049 2.157
C 3.062 -0.199 0.836
C 2.442 -1.372 0.403
C 2.397 -1.586 -1.101
F 2.182 -0.355 -1.645
F 3.609 -1.948 -1.563
C 1.262 -2.488 -1.663
F 1.032 -2.058 -2.922
F 0.106 -2.281 -1.025
C 1.591 -4.026 -1.790
F 1.823 -4.320 -3.063
F 2.633 -4.433 -1.084
F 0.504 -4.706 -1.420
C 3.792 1.226 2.900
O 4.067 2.310 2.468
N 3.929 0.757 4.223
C 4.004 1.767 5.285
C 5.119 1.348 6.261
O 4.969 1.268 7.437
Cl 6.736 0.991 5.566
C 3.035 -0.304 4.494
O 2.668 -0.670 5.576
H 1.717 -2.685 3.472
H 3.448 0.514 0.115
H 3.091 1.796 5.884
H 4.222 2.765 4.896
O -6.605 -4.934 1.910
N -5.520 -4.459 1.624
O -5.013 -3.519 2.202
C -4.788 -5.048 0.500
C -5.359 -6.093 -0.206
C -4.675 -6.630 -1.286
C -3.434 -6.123 -1.645
C -2.868 -5.081 -0.921
C -3.545 -4.538 0.158
H -6.326 -6.489 0.069
H -5.113 -7.443 -1.850
H -2.908 -6.540 -2.489
H -1.901 -4.691 -1.203
H -3.103 -3.725 0.717
O -3.282 -6.229 -4.719
N -3.954 -5.214 -4.677
O -3.949 -4.417 -3.759
C -4.834 -4.935 -5.817
C -4.892 -5.839 -6.865
C -5.742 -5.584 -7.927
C -6.520 -4.432 -7.935
C -6.444 -3.530 -6.882
C -5.597 -3.781 -5.815
H -4.289 -6.736 -6.861
H -5.802 -6.284 -8.750
H -7.188 -4.238 -8.764
H -7.048 -2.634 -6.889
H -5.544 -3.080 -4.997
O -7.410 -3.678 -3.056
N -7.456 -2.491 -3.310
O -7.795 -2.034 -4.387
C -7.069 -1.548 -2.257
C -6.639 -2.039 -1.035
C -6.252 -1.146 -0.050
C -6.301 0.222 -0.290
C -6.743 0.703 -1.516
C -7.129 -0.187 -2.508
H -6.599 -3.103 -0.844
H -5.907 -1.515 0.908
H -5.992 0.914 0.483
H -6.780 1.772 -1.696
H -7.470 0.188 -3.463
O 6.145 4.006 4.570
N 6.626 5.108 4.741
O 5.977 6.123 4.906
C 8.087 5.222 4.739
C 8.852 4.091 4.514
C 10.232 4.207 4.487
C 10.830 5.444 4.688
C 10.050 6.569 4.923
C 8.670 6.461 4.949
H 8.388 3.127 4.356
H 10.842 3.332 4.306
H 11.909 5.532 4.661
H 10.519 7.530 5.082
H 8.065 7.339 5.128
O 9.062 -1.612 -0.141
N 8.026 -1.644 -0.773
O 6.922 -1.470 -0.295
C 8.112 -1.914 -2.214
C 9.349 -2.152 -2.788
C 9.420 -2.428 -4.144
C 8.261 -2.460 -4.910
C 7.028 -2.210 -4.322
C 6.951 -1.936 -2.966
H 10.252 -2.128 -2.196
H 10.379 -2.622 -4.605
H 8.319 -2.682 -5.968
H 6.127 -2.232 -4.920
H 5.991 -1.744 -2.510
O -6.709 3.663 -1.460
N -6.224 4.769 -1.299
O -6.859 5.800 -1.272
C -4.769 4.854 -1.131
C -4.012 3.696 -1.193
C -2.636 3.781 -1.055
C -2.034 5.016 -0.855
C -2.806 6.168 -0.785
C -4.182 6.090 -0.924
H -4.478 2.732 -1.349
H -2.033 2.885 -1.108
H -0.958 5.081 -0.753
H -2.334 7.128 -0.626
H -4.780 6.988 -0.872
O 9.527 7.789 -1.380
N 9.152 7.485 -0.266
O 9.889 7.281 0.678
C 7.706 7.349 -0.045
C 6.837 7.538 -1.105
C 5.475 7.387 -0.896
C 4.998 7.054 0.365
C 5.881 6.877 1.421
C 7.244 7.025 1.218
H 7.206 7.797 -2.087
H 4.786 7.526 -1.718
H 3.934 6.931 0.525
H 5.507 6.621 2.404
H 7.929 6.883 2.042
O -8.916 1.243 3.946
N -8.497 0.315 3.286
O -7.591 0.395 2.478
C -9.122 -0.999 3.471
C -10.170 -1.140 4.365
C -10.764 -2.384 4.513
C -10.305 -3.468 3.772
C -9.251 -3.308 2.884
C -8.655 -2.069 2.733
H -10.528 -0.300 4.942
H -11.586 -2.509 5.205
H -10.774 -4.437 3.885
H -8.890 -4.147 2.305
H -7.837 -1.950 2.038
```

Summary:
max |F|	2.36	eV Å⁻¹
spin multiplicity	1
HOMO level	-9.650	eV

Löwdin atomic charge list, values in e, 4 entries: atom 1 (N): 0.226, atom 2 (C): -0.301, atom 3 (O): 0.060, atom 4 (C): -0.133

2.
Below is a cluster of 2 separate species, C8H11ClSi in total at a distorted geometry, with properties calculated with ωB97M-V/def2-TZVPD.

```
21
Properties=species:S:1:pos:R:3
C -4.044 -1.933 0.668
C -3.623 -0.836 0.068
Si -1.788 -0.309 -0.013
Cl -0.470 -1.830 0.311
C -1.169 1.319 -0.444
C -1.973 2.553 -0.568
H -5.151 -2.159 0.725
H -3.303 -2.684 1.105
H -4.400 -0.260 -0.303
H -0.193 1.640 -0.195
H -3.037 2.495 -0.750
H -1.526 3.078 -1.470
H -1.902 3.196 0.258
C 2.815 -0.657 1.669
C 3.353 -0.327 0.681
C 4.383 0.095 -0.324
C 4.900 -0.884 -1.066
H 2.442 -1.169 2.582
H 4.318 1.182 -0.327
H 5.654 -0.649 -1.760
H 4.714 -1.860 -0.848
```

Summary:
energy above the lowest of the compared OMol25 structures with the same formula, charge and spin	120.2	kcal/mol
max |F|	5.11	eV Å⁻¹
spin multiplicity	1
HOMO level	-7.607	eV

natural (NBO) atomic charge list, values in e, 4 entries: atom 1 (C): -0.334, atom 2 (C): -0.656, atom 3 (Si): 1.336, atom 4 (Cl): -0.351

Q: Which value of max |F| does entry 2 give?
A: 5.11 eV Å⁻¹

Q: Number 2 is which compound?
A: C8H11ClSi

Q: Which of these has the highest max |F|?
A: C8H11ClSi